The following is a quantum chemistry calculation of 12 unconnected molecules or ions with the total composition C72H180N12 at a distorted geometry, from the OMol25 dataset.

Atoms and positions in Å:
C 27.492 7.944 -21.520
C 27.712 9.053 -20.482
N 28.664 10.088 -20.878
C 30.051 9.526 -20.944
C 31.089 10.524 -21.417
C 28.587 11.172 -19.876
C 29.059 10.827 -18.434
H 28.394 7.684 -22.075
H 26.743 8.314 -22.220
H 27.058 7.043 -21.087
H 26.789 9.524 -20.144
H 28.102 8.595 -19.573
H 30.448 8.985 -20.085
H 30.050 8.794 -21.752
H 32.034 10.093 -21.746
H 30.688 10.871 -22.369
H 31.333 11.321 -20.714
H 27.607 11.648 -19.893
H 29.293 11.925 -20.226
H 28.341 10.127 -18.007
H 28.938 11.709 -17.804
H 30.050 10.384 -18.336
C 28.552 4.838 -20.228
C 28.906 4.660 -21.680
N 30.094 3.805 -21.721
C 31.260 4.653 -21.585
C 32.572 3.866 -21.817
C 30.016 3.098 -23.002
C 29.873 4.049 -24.233
H 29.110 5.563 -19.636
H 28.624 3.905 -19.668
H 27.508 5.146 -20.277
H 28.012 4.167 -22.060
H 28.947 5.628 -22.178
H 31.138 5.512 -22.245
H 31.292 5.013 -20.557
H 32.671 2.963 -21.214
H 32.608 3.464 -22.830
H 33.536 4.298 -21.548
H 29.154 2.443 -22.882
H 30.811 2.357 -23.095
H 29.123 4.832 -24.122
H 29.564 3.463 -25.098
H 30.887 4.408 -24.412
C 29.275 -3.615 -17.144
C 30.783 -3.386 -16.822
N 31.667 -3.104 -17.938
C 31.416 -1.830 -18.583
C 32.353 -1.455 -19.728
C 31.731 -4.281 -18.764
C 32.569 -5.460 -18.201
H 28.520 -3.611 -16.357
H 29.249 -4.591 -17.630
H 29.049 -2.919 -17.952
H 30.937 -2.554 -16.136
H 31.104 -4.222 -16.199
H 30.366 -1.849 -18.876
H 31.489 -1.084 -17.791
H 32.068 -2.028 -20.611
H 32.221 -0.396 -19.949
H 33.390 -1.563 -19.413
H 32.207 -3.943 -19.685
H 30.745 -4.591 -19.109
H 32.424 -6.276 -18.908
H 32.246 -5.755 -17.202
H 33.648 -5.304 -18.222
C 35.482 2.005 -22.084
C 34.653 0.923 -22.814
N 35.029 0.926 -24.226
C 34.237 0.267 -25.290
C 32.937 1.107 -25.357
C 36.445 0.569 -24.449
C 36.869 -0.855 -24.065
H 35.006 2.080 -21.107
H 35.587 2.950 -22.616
H 36.455 1.547 -21.904
H 34.824 -0.046 -22.347
H 33.576 1.010 -22.667
H 34.771 0.433 -26.226
H 34.056 -0.796 -25.132
H 32.259 0.861 -24.540
H 33.030 2.190 -25.444
H 32.486 0.683 -26.254
H 37.060 1.287 -23.905
H 36.767 0.755 -25.474
H 37.610 -1.232 -24.770
H 36.053 -1.563 -24.208
H 37.376 -0.904 -23.102
C 22.240 1.329 -20.605
C 23.539 2.154 -20.749
N 24.239 1.937 -22.034
C 25.409 2.770 -22.150
C 25.038 4.189 -22.535
C 24.571 0.478 -22.308
C 24.636 0.156 -23.753
H 21.578 1.716 -19.830
H 22.506 0.320 -20.292
H 21.592 1.443 -21.474
H 23.488 3.225 -20.548
H 24.160 1.684 -19.986
H 26.023 2.707 -21.251
H 26.037 2.338 -22.929
H 25.931 4.694 -22.904
H 24.303 4.249 -23.337
H 24.783 4.798 -21.668
H 23.816 -0.252 -22.016
H 25.501 0.166 -21.834
H 25.403 0.779 -24.213
H 23.672 0.281 -24.248
H 24.760 -0.909 -23.947
C 27.488 -3.795 -24.815
C 27.240 -2.500 -24.040
N 28.397 -2.115 -23.185
C 29.595 -1.810 -23.998
C 30.855 -1.807 -23.106
C 28.099 -1.092 -22.188
C 27.176 -1.754 -21.092
H 26.588 -4.331 -25.114
H 27.907 -4.501 -24.098
H 28.169 -3.711 -25.662
H 26.945 -1.704 -24.723
H 26.487 -2.808 -23.314
H 29.702 -2.615 -24.725
H 29.516 -0.840 -24.489
H 31.502 -2.625 -23.424
H 31.342 -0.838 -22.996
H 30.626 -2.003 -22.059
H 27.711 -0.180 -22.640
H 28.962 -0.688 -21.659
H 26.226 -2.212 -21.367
H 26.927 -0.987 -20.359
H 27.731 -2.558 -20.607
C 26.730 2.310 -18.210
C 27.400 1.158 -17.380
N 28.790 1.392 -17.009
C 29.551 1.385 -18.229
C 30.809 2.261 -18.272
C 29.281 0.374 -16.036
C 28.672 0.782 -14.714
H 26.831 2.122 -19.279
H 27.245 3.217 -17.894
H 25.702 2.480 -17.890
H 26.888 1.216 -16.419
H 27.210 0.219 -17.901
H 29.827 0.382 -18.555
H 28.955 1.856 -19.010
H 30.674 3.329 -18.447
H 31.474 2.235 -17.408
H 31.487 1.827 -19.007
H 30.368 0.378 -16.115
H 29.044 -0.669 -16.246
H 28.496 1.856 -14.657
H 29.280 0.361 -13.913
H 27.716 0.271 -14.604
C 26.041 5.123 -14.206
C 27.146 5.363 -15.228
N 28.038 6.490 -14.907
C 28.647 6.460 -13.572
C 29.686 5.373 -13.327
C 28.883 6.869 -16.073
C 29.833 7.976 -15.782
H 26.519 4.537 -13.421
H 25.235 4.586 -14.706
H 25.576 6.013 -13.783
H 27.648 4.432 -15.490
H 26.596 5.721 -16.099
H 29.045 7.432 -13.281
H 27.872 6.360 -12.812
H 29.572 4.856 -12.374
H 29.711 4.609 -14.104
H 30.694 5.777 -13.227
H 28.193 7.295 -16.802
H 29.384 5.980 -16.456
H 30.209 8.262 -16.765
H 30.717 7.771 -15.178
H 29.240 8.727 -15.260
C 27.614 0.685 -26.331
C 26.662 1.695 -26.926
N 26.930 3.118 -26.764
C 27.961 3.648 -27.600
C 27.771 3.614 -29.084
C 25.690 3.965 -26.690
C 25.930 5.274 -26.028
H 28.647 0.732 -26.676
H 27.309 -0.346 -26.512
H 27.870 0.849 -25.284
H 26.526 1.353 -27.952
H 25.690 1.493 -26.476
H 28.308 4.629 -27.276
H 28.814 3.037 -27.307
H 28.203 2.650 -29.350
H 26.749 3.790 -29.419
H 28.389 4.387 -29.540
H 24.941 3.534 -26.026
H 25.292 4.112 -27.694
H 26.566 5.200 -25.147
H 24.961 5.693 -25.756
H 26.442 5.910 -26.751
C 33.483 4.470 -18.256
C 34.572 5.366 -18.866
N 33.977 6.636 -19.366
C 34.657 7.123 -20.551
C 36.035 7.630 -20.305
C 33.809 7.610 -18.249
C 32.949 8.721 -18.650
H 33.151 4.844 -17.288
H 34.089 3.574 -18.126
H 32.577 4.383 -18.857
H 35.284 5.589 -18.072
H 35.081 4.777 -19.630
H 34.760 6.400 -21.360
H 34.135 7.946 -21.037
H 36.472 7.985 -21.239
H 36.142 8.391 -19.532
H 36.676 6.806 -19.993
H 34.760 7.861 -17.777
H 33.233 7.021 -17.534
H 32.054 8.362 -19.160
H 33.372 9.442 -19.350
H 32.663 9.279 -17.758
C 35.791 8.414 -24.400
C 34.326 8.023 -24.359
N 33.812 7.064 -25.329
C 34.631 5.952 -25.736
C 35.092 4.973 -24.631
C 32.422 6.790 -24.919
C 31.637 6.680 -26.235
H 36.021 8.835 -25.378
H 36.371 7.508 -24.227
H 36.065 9.141 -23.636
H 33.954 7.864 -23.347
H 33.867 8.949 -24.706
H 34.188 5.295 -26.484
H 35.554 6.290 -26.206
H 34.783 4.029 -25.081
H 36.130 4.928 -24.302
H 34.563 5.089 -23.685
H 31.940 7.409 -24.163
H 32.516 5.823 -24.426
H 30.556 6.678 -26.099
H 31.924 5.721 -26.667
H 31.874 7.386 -27.031
C 24.386 10.921 -19.166
C 23.887 9.491 -18.880
N 24.646 8.825 -17.802
C 24.511 9.418 -16.468
C 25.658 9.005 -15.588
C 24.188 7.420 -17.802
C 25.040 6.545 -18.703
H 23.882 11.680 -18.568
H 24.177 11.119 -20.217
H 25.460 10.975 -18.989
H 22.810 9.415 -18.733
H 24.224 8.988 -19.787
H 24.349 10.448 -16.785
H 23.623 9.050 -15.954
H 25.519 9.350 -14.564
H 25.767 7.921 -15.536
H 26.564 9.561 -15.830
H 23.122 7.297 -17.994
H 24.197 6.938 -16.825
H 25.397 7.062 -19.593
H 24.677 5.539 -18.918
H 25.997 6.467 -18.188

Computed properties:
Net charge: 0
Frontier orbital gap, eV: 8.554
2S+1: 1
SMILES: CCN(CC)CC.CCN(CC)CC.CCN(CC)CC.CCN(CC)CC.CCN(CC)CC.CCN(CC)CC.CCN(CC)CC.CCN(CC)CC.CCN(CC)CC.CCN(CC)CC.CCN(CC)CC.CCN(CC)CC
Energy relative to the best compared isomer or geometry (same formula, charge and spin), kJ/mol: 634.8